{
  "formula": "CH3IOS",
  "method": "ωB97M-V/def2-TZVPD",
  "total_energy_ev": -22065.645,
  "total_charge": 0,
  "e_above_lowest_ev": 2.435,
  "homo_lumo_gap_ev": 7.39,
  "symbols": ["I", "S", "O", "C", "H", "H", "H"],
  "xyz": [[-3.5192, -0.5931, 0.0524], [-3.7422, 1.8377, -0.5052], [-0.2502, -0.7009, 0.2429], [0.6384, 0.0276, -0.0744], [-1.8962, -1.0081, 0.0603], [0.5323, 0.7058, -0.9975], [1.6265, 0.2338, 0.3453]],
  "atomic_forces_ev_per_a": [[-0.154, 0.921, -0.251], [0.384, -1.405, 0.308], [0.673, -0.776, 1.003], [-0.014, 2.327, -2.799], [-0.684, 0.555, -0.150], [-0.239, -0.772, 0.801], [0.034, -0.849, 1.087]]
}